Entry 1:
{
  "formula": "C2H7N5O",
  "method": "ωB97M-V with the def2-TZVPD basis set",
  "e_tot_ev": -11676.6600,
  "lumo_ev": 0.5,
  "homo_ev": -8.91,
  "de_lowest_ev": 8.548,
  "charge": 0,
  "elements": ["C", "C", "H", "H", "H", "H", "H", "H", "H", "N", "N", "N", "N", "N", "O"],
  "positions_angstrom": [[0.720, -0.161, 0.558], [-0.767, 0.478, -1.376], [1.595, 0.273, 2.863], [2.308, -0.926, 2.006], [2.668, 1.102, 0.230], [-0.840, -1.638, 0.885], [-1.091, 1.415, -2.134], [-3.628, -0.507, -1.132], [-2.511, -0.446, -3.061], [2.405, 0.036, 2.269], [1.786, 0.481, 1.072], [-0.105, -0.877, 1.332], [-1.594, -0.415, -1.140], [-2.791, 0.219, -1.967], [0.483, 0.339, -0.714]],
  "forces_ev_per_angstrom": [[-4.51, -1.05, 0.97], [2.08, 1.07, 1.03], [0.92, -0.78, 0.74], [0.42, -1.44, 1.56], [-4.13, -2.75, 3.30], [2.63, 3.39, 0.83], [1.88, -2.24, 2.34], [2.40, 2.59, -4.14], [-2.09, 2.10, 4.21], [-1.84, 0.62, -1.05], [4.65, 4.05, -4.06], [0.85, -1.33, -2.56], [-2.23, 1.54, -1.86], [-1.08, -6.77, 0.55], [0.04, 1.01, -1.84]],
  "mulliken_charge": [0.48, 0.01, 0.32, 0.33, 0.32, 0.26, 0.33, 0.33, 0.30, -0.56, -0.23, -0.70, -0.27, -0.59, -0.33]
}

---

Entry 2:
{
  "formula": "C2H7NO",
  "method": "ωB97M-V with the def2-TZVPD basis set",
  "e_tot_ev": -5722.8669,
  "lumo_ev": 0.8,
  "smiles": "C=NC.O",
  "homo_ev": -8.78,
  "de_lowest_ev": 2.375,
  "charge": 0,
  "elements": ["C", "C", "N", "H", "H", "H", "H", "H", "H", "H", "O"],
  "positions_angstrom": [[-1.606, -1.048, 1.099], [-1.741, 1.278, 0.765], [-1.091, 0.192, 0.557], [-1.543, -1.771, 0.288], [-1.156, -1.502, 1.986], [-2.684, -1.055, 1.308], [-1.909, 2.010, -0.021], [-2.015, 1.357, 1.828], [3.341, -0.528, -2.803], [3.905, -0.862, -1.410], [3.727, -0.135, -2.014]],
  "forces_ev_per_angstrom": [[-0.23, -0.80, 0.84], [1.30, -2.04, 1.45], [-1.38, 0.75, -2.37], [0.39, -0.14, 0.02], [0.53, 0.32, -0.08], [0.08, 0.63, 0.15], [0.83, 0.54, 0.44], [-1.52, 0.72, -0.45], [0.01, -0.06, 0.10], [-0.07, -0.01, -0.10], [0.06, 0.08, 0.00]],
  "mulliken_charge": [-0.75, -0.35, -0.33, 0.29, 0.29, 0.30, 0.26, 0.31, 0.32, 0.32, -0.64]
}

---

Entry 3:
{
  "formula": "C2H7NO",
  "method": "ωB97M-V with the def2-TZVPD basis set",
  "e_tot_ev": -5723.8746,
  "lumo_ev": 0.9,
  "smiles": "C=O.CN",
  "homo_ev": -9.35,
  "de_lowest_ev": 1.367,
  "charge": 0,
  "elements": ["O", "C", "H", "H", "C", "N", "H", "H", "H", "H", "H"],
  "positions_angstrom": [[2.873, 1.507, 1.046], [1.940, 1.163, 1.709], [1.763, 0.117, 2.005], [1.240, 1.912, 2.117], [-1.576, -0.808, -1.283], [-0.579, -0.452, -0.282], [-1.174, -1.027, -2.280], [-2.285, 0.010, -1.406], [-2.139, -1.682, -0.957], [0.106, -1.182, -0.181], [-0.169, 0.442, -0.488]],
  "forces_ev_per_angstrom": [[0.22, -0.13, -0.33], [-0.05, 0.31, 0.50], [-0.02, -0.14, -0.14], [-0.20, -0.06, -0.03], [-0.07, -0.01, -0.21], [-0.67, -0.09, 0.18], [0.07, -0.02, 0.03], [-0.03, 0.00, 0.11], [-0.01, 0.01, 0.05], [0.33, 0.16, -0.08], [0.41, -0.04, -0.09]],
  "mulliken_charge": [-0.38, -0.12, 0.24, 0.25, -0.74, -0.49, 0.25, 0.29, 0.27, 0.21, 0.21]
}